Entry 1:
{"formula": "C4H6N2", "method": "wB97M-V/def2-TZVPD", "elements": ["N", "N", "C", "C", "C", "C", "H", "H", "H", "H", "H", "H"], "positions_angstrom": [[-0.084, -2.560, 1.332], [1.104, -2.215, 1.421], [-0.847, 0.120, -0.075], [-0.765, 1.161, -0.649], [-0.812, 2.398, -1.387], [2.150, -1.720, 1.633], [-0.972, -0.803, 0.429], [0.174, 2.655, -1.770], [-1.496, 2.302, -2.233], [-0.140, -3.476, 0.901], [-1.162, 3.216, -0.757], [2.850, -1.077, 1.154]], "forces_ev_per_angstrom": [[-0.14, -0.25, 0.27], [0.41, 0.70, -0.27], [-0.11, -0.28, 0.20], [-0.22, 0.08, -0.12], [0.08, 0.47, -0.27], [-0.46, -0.50, 0.30], [0.12, -0.27, 0.20], [0.04, 0.11, -0.07], [0.05, 0.05, 0.02], [0.04, -0.24, -0.05], [0.02, 0.02, -0.02], [0.17, 0.11, -0.17]], "gap_ev": 10.11, "fmax_ev_per_a": 0.86, "molar_mass_g_mol": 82.11, "energy_ev": -7220.38301, "de_lowest_kcal_mol": 120.1, "charge": 0}

Entry 2:
{"formula": "C11H17IMnN7", "method": "wB97M-V/def2-TZVPD", "elements": ["I", "Mn", "N", "N", "N", "N", "N", "N", "N", "C", "C", "C", "C", "C", "C", "C", "C", "C", "C", "C", "H", "H", "H", "H", "H", "H", "H", "H", "H", "H", "H", "H", "H", "H", "H", "H", "H"], "positions_angstrom": [[-0.494, 2.897, 0.843], [-0.516, 0.051, 0.085], [-1.576, -0.466, -5.437], [-2.727, -0.147, -3.310], [0.826, 1.387, -1.328], [-1.116, -0.588, 2.286], [-2.137, 0.088, -0.980], [1.575, -0.154, 1.345], [-0.715, -2.397, 0.072], [-0.014, -0.347, 3.230], [1.362, -0.743, 2.677], [-0.904, -2.940, 1.427], [-2.358, -0.023, -2.139], [-2.120, -0.307, -4.434], [0.605, 2.653, -0.987], [1.792, 3.511, -2.838], [-1.680, -1.947, 2.300], [1.525, 1.172, -2.448], [1.053, 3.752, -1.686], [2.035, 2.200, -3.222], [1.682, 0.136, -2.712], [1.444, -1.825, 2.590], [-1.876, 0.046, 2.540], [-1.471, -3.881, 1.414], [0.827, 4.756, -1.359], [-2.702, -1.878, 1.917], [-0.183, -0.885, 4.171], [0.077, -3.148, 1.855], [2.347, -0.625, 0.882], [2.169, 4.337, -3.420], [0.004, 0.725, 3.452], [-1.591, -2.513, -0.444], [-0.018, -2.954, -0.419], [2.120, -0.403, 3.395], [1.861, 0.816, 1.467], [-1.719, -2.338, 3.324], [2.612, 1.982, -4.107]], "forces_ev_per_angstrom": [[0.31, 0.35, -0.54], [1.16, -1.06, 0.99], [0.22, -0.03, -0.54], [-1.29, 0.22, 0.83], [-0.30, 0.32, 0.21], [-0.27, 0.49, -0.12], [-0.54, 0.12, -0.30], [-0.18, 0.22, -0.14], [-0.04, 0.05, -0.20], [0.28, -0.12, -0.03], [-0.24, 0.03, 0.24], [-0.16, 0.13, 0.23], [-0.04, 0.00, 0.07], [0.84, -0.17, -0.67], [-0.17, -0.17, 0.53], [-0.09, -0.23, 0.11], [0.15, -0.31, -0.16], [0.10, -0.10, -0.04], [-0.03, 0.09, -0.06], [-0.05, 0.13, 0.11], [0.00, -0.04, -0.09], [0.04, 0.07, 0.04], [0.23, -0.19, -0.09], [0.20, 0.12, 0.04], [0.01, 0.00, 0.04], [0.07, 0.01, 0.07], [0.03, 0.12, -0.04], [-0.11, -0.04, -0.03], [-0.08, 0.11, -0.01], [0.02, 0.06, -0.05], [-0.05, -0.09, 0.02], [0.30, 0.17, -0.01], [-0.17, 0.09, 0.02], [-0.10, -0.18, -0.11], [0.04, -0.10, -0.15], [-0.10, 0.02, -0.09], [-0.01, -0.08, -0.08]], "gap_ev": [8.04, 8.12], "fmax_ev_per_a": 1.86, "molar_mass_g_mol": 429.15, "spin_multiplicity": 6, "s2": 8.76, "energy_ev": -61529.82519, "charge": 1}

Entry 3:
{"formula": "H36O18", "method": "wB97M-V/def2-TZVPD", "elements": ["O", "O", "O", "O", "O", "O", "O", "O", "O", "O", "O", "O", "O", "O", "O", "O", "O", "O", "H", "H", "H", "H", "H", "H", "H", "H", "H", "H", "H", "H", "H", "H", "H", "H", "H", "H", "H", "H", "H", "H", "H", "H", "H", "H", "H", "H", "H", "H", "H", "H", "H", "H", "H", "H"], "positions_angstrom": [[-0.185, 0.385, 0.539], [-2.575, 3.171, -2.506], [2.311, -0.388, 0.496], [-6.006, 1.319, 0.677], [4.289, 0.584, 2.676], [-0.347, -3.644, -0.024], [2.684, -2.863, 1.234], [0.127, -3.535, 3.407], [-2.115, -1.463, -4.425], [1.368, 4.013, -3.891], [-1.675, -0.243, -1.577], [1.167, 0.906, -1.914], [1.878, 1.422, 3.266], [-5.286, -0.645, -3.035], [-1.772, -3.584, -2.644], [1.742, -1.560, 4.822], [4.811, 1.322, -0.927], [1.314, 4.693, 3.616], [-3.381, 2.834, -2.257], [1.563, -2.586, 4.598], [0.882, 0.922, -0.974], [2.089, 4.896, 3.362], [-0.223, 0.029, -0.331], [-5.741, 0.349, 0.756], [5.290, 1.737, -0.175], [-5.127, -1.569, -3.375], [-0.629, 1.146, 0.528], [0.488, 3.994, -3.436], [3.459, 0.659, 3.156], [2.712, -2.771, 2.208], [-6.143, 1.484, 1.624], [0.047, -2.758, 0.178], [1.615, -0.017, 1.146], [1.635, 3.091, -3.815], [-0.395, -2.797, 2.971], [1.381, 2.099, 2.687], [-1.478, -0.800, -2.367], [-2.017, 0.625, -1.833], [1.136, 4.265, 4.369], [-2.711, 3.223, -3.527], [-1.746, -2.724, -2.247], [2.129, 0.786, -1.674], [5.065, 0.980, 3.153], [1.825, -2.909, 1.042], [-1.969, -1.185, -5.349], [-5.413, 0.126, -3.479], [2.398, -1.394, 0.563], [0.207, -3.972, 2.563], [1.160, -1.230, 5.428], [1.640, 0.594, 2.997], [-1.279, -3.580, -0.496], [3.948, 0.954, -0.578], [-2.204, -0.800, -3.714], [-1.941, -3.586, -3.493]], "forces_ev_per_angstrom": [[2.72, -3.75, 1.94], [2.43, 0.97, -3.98], [-1.16, 0.03, 0.87], [0.59, -2.22, 0.99], [2.08, -0.01, -0.22], [-1.76, 0.72, -0.48], [5.14, -0.11, 2.04], [-1.17, 1.84, -1.38], [-0.09, -0.73, 0.11], [-1.39, -0.18, 0.59], [-0.07, -1.02, -0.60], [1.57, 0.00, 1.37], [-0.73, 5.22, 0.16], [0.96, -4.78, 3.59], [1.38, -1.43, 7.37], [2.51, -4.38, -3.74], [-0.90, -0.09, 0.74], [-9.00, 0.40, -2.42], [-3.16, -1.14, 1.39], [-0.03, 3.77, 1.10], [0.07, 0.30, -0.88], [8.93, 1.81, -1.90], [-0.62, -0.83, -1.13], [-0.45, 1.75, -0.71], [-0.89, -0.64, -0.59], [-0.40, 2.52, -0.53], [-3.01, 4.64, -0.01], [1.15, 0.19, -0.53], [0.60, 0.69, 0.40], [0.20, 0.08, -0.70], [-0.11, 0.48, -0.33], [-1.33, -0.81, -0.82], [1.69, -1.40, -1.91], [0.21, -0.06, 0.04], [0.59, -0.48, 1.67], [1.29, -1.67, 1.33], [0.23, 1.23, 1.01], [0.15, -0.17, -0.42], [0.08, -2.32, 4.27], [0.68, 0.04, 2.64], [-0.15, 0.54, -0.57], [-1.19, 0.03, -1.02], [-1.70, -0.61, -0.30], [-5.42, -1.00, -1.15], [-0.08, 0.71, 1.24], [-0.48, 2.27, -3.06], [0.26, 2.16, 0.46], [0.56, -1.54, -0.41], [-2.58, 0.76, 2.50], [-1.43, -3.49, -1.05], [3.11, 0.15, 1.48], [1.75, 0.55, 0.09], [-0.29, 0.24, -1.94], [-1.34, 0.77, -6.64]], "gap_ev": 9.93, "fmax_ev_per_a": 9.33, "molar_mass_g_mol": 324.27, "energy_ev": -37434.58430, "de_lowest_kcal_mol": 182.8, "charge": 0}